Record 1
The following is a quantum chemistry calculation of C37H50Br9N3O18 as an isolated structure at a distorted geometry, from OMol25.

## Properties
* E_LUMO: -0.8 eV
* E_HOMO: -0.3664 Ha
* Kohn-Sham gap: 9.18 eV
* relative energy (zero: lowest compared OMol25 entry of this formula, charge and spin): 1.6625 eV

Atoms and positions in Å:
O: 8.69327 -4.70250 -1.51325
H: 10.58704 -8.18138 -1.78197
Br: 6.89073 -1.24670 6.99761
C: 9.66865 5.97688 14.39815
H: 9.86885 18.63032 7.78728
C: 10.70861 3.93732 -3.26900
O: 21.97055 5.36847 18.10674
C: 8.55271 5.45069 -5.89235
O: 13.33874 -7.88148 5.80865
O: 11.99835 3.48564 -3.43374
H: 8.08568 6.45140 13.04484
H: 12.34554 2.18314 -2.02924
C: 12.80228 2.08421 5.84264
H: 8.89330 -3.79539 0.31286
H: 18.03540 6.17118 15.13615
Br: 18.19376 -3.39579 -1.13457
C: 17.92917 -5.12004 -0.06845
C: 5.64570 0.14997 7.74225
C: 11.36578 -9.10389 6.14601
H: 10.64880 5.50285 14.44999
H: 20.13438 6.43816 16.44189
H: 13.27355 -0.62679 3.97665
H: 20.68600 0.34991 8.41496
C: 21.10578 -0.30988 9.17427
H: 9.71143 16.93329 7.40927
H: 10.66283 13.32711 10.71642
H: 9.09352 8.74658 18.35227
C: 9.97688 -7.80538 -2.60321
C: 14.72051 0.01630 5.50028
H: 5.67532 0.19580 8.83088
H: 12.47280 3.83756 -1.44443
C: 9.66846 -5.68089 -1.63540
C: 10.88028 -8.79325 4.85396
H: 15.32307 -0.87853 5.44920
O: 10.24324 4.41136 -4.42657
O: 10.78307 -5.57539 -1.12921
C: 10.06912 17.62893 8.16836
H: 9.43696 -11.78555 6.92248
H: 8.98874 6.43715 -5.73464
H: 11.63270 12.23830 9.67145
C: 19.81042 4.65250 17.67762
H: 9.37115 -8.64991 -2.93176
C: 17.78326 3.46116 17.13034
H: 7.57592 -1.66232 -0.59371
C: 8.88786 -3.51056 -0.73925
H: 7.49759 5.68811 -6.02824
O: 9.63035 7.29696 14.93833
C: 9.72610 -10.88030 6.40935
C: 10.76342 -10.04823 6.93288
H: 11.84826 18.14675 9.28565
C: 12.59515 1.08499 4.89796
C: 10.12341 7.57160 16.13148
O: 10.06121 3.87180 -2.18184
N: 20.99427 4.79835 18.55793
H: 13.79902 3.16897 -2.53184
C: 13.98950 2.08701 6.59016
Br: 23.02220 -0.60869 8.85493
C: 13.52929 0.10124 4.73228
N: 12.52887 -8.34587 6.68790
H: 11.99484 2.79928 5.89841
H: 8.47080 5.12448 -3.74794
O: 10.76438 6.74518 16.83239
C: 7.68734 -2.65299 -1.03447
H: 11.67685 1.09752 4.32966
O: 10.93825 15.84157 10.76484
O: 21.11096 4.12840 19.59948
O: 9.20518 -6.63335 -2.42341
H: 12.39452 12.92983 11.15042
O: 12.00168 14.17148 9.50519
H: 9.05703 5.00995 -6.75230
O: 11.84680 16.07622 8.66460
Br: 20.95869 0.54847 10.95113
H: 15.74126 0.95049 7.12826
Br: 3.71400 -0.40948 7.35525
Br: 6.01460 1.93782 6.99207
H: 6.78836 -3.24955 -0.87935
C: 11.66307 13.08494 10.35730
C: 11.56373 17.51556 8.44378
H: 9.51941 -9.41627 3.35950
N: 14.20881 3.18670 7.55323
H: 10.68007 -7.64524 -3.42052
C: 19.52774 5.56078 16.61098
C: 9.89336 9.24552 17.80507
C: 11.53196 15.39731 9.77056
O: 9.87407 8.88163 16.44796
H: 12.15776 17.84680 7.59201
H: 9.77593 6.62825 12.43078
H: 7.78805 -2.29759 -2.05997
Br: 20.28521 -2.16410 9.26501
H: 11.11387 -10.32688 7.91570
H: 19.03142 2.93074 18.73226
C: 9.83689 -9.57059 4.38019
C: 17.50247 4.41306 16.12820
H: 16.68967 4.18919 15.45319
C: 9.27384 -10.62530 5.13121
C: 9.09436 6.03828 13.04356
C: 18.89991 3.67692 17.96263
O: 12.59514 -8.18081 7.89024
H: 16.93757 -5.17224 0.38111
H: 9.82827 -2.96539 -0.81998
C: 14.91619 1.04689 6.43806
H: 9.16873 5.05272 12.58394
H: 9.88751 10.32038 17.98601
C: 12.74257 3.17087 -2.26348
O: 13.69502 4.21227 7.35333
O: 14.99313 2.91697 8.49201
Br: 19.18417 -5.39118 1.46979
H: 11.33118 -7.98595 4.29597
C: 8.83691 4.61742 -4.64066
H: 8.53419 -11.27084 4.68111
H: 9.46548 17.45304 9.05875
C: 18.37542 5.45692 15.87142
H: 10.81100 8.76892 18.14987
H: 9.08187 5.38188 15.09799
H: 8.35956 3.64770 -4.78162
Br: 17.92134 -6.74640 -1.27439
H: 17.10044 2.63205 17.24319

Atom charges from the Löwdin analysis, given in e for atoms 1 to 5: number 1, O, carries 0.0039; number 2, H, carries 0.0974; number 3, Br, carries 0.4928; number 4, C, carries -0.2403; number 5, H, carries 0.0742

Record 2
The following is a quantum chemistry calculation of C55H46N2O3PPbSSb as an isolated structure at a distorted geometry, from OMol25.

## Properties
* net charge: +2
* E_LUMO: -6.0 eV
* E_HOMO: -0.4720 Ha
* Kohn-Sham gap: 6.81 eV
* relative energy (zero: lowest compared OMol25 entry of this formula, charge and spin): 0.0000 eV

Atoms and positions in Å:
H: 3.87163 -0.90289 0.34032
H: 4.67033 -1.68839 -6.49018
O: -0.29817 -1.54859 1.36312
H: 2.63313 -2.34739 6.73282
C: 2.71813 -1.78509 -1.24508
H: 2.03473 -0.64909 1.27152
C: -4.95567 1.32611 1.44242
H: -0.74157 2.01831 1.87262
C: -1.06337 -2.59729 -2.60628
C: -0.62827 3.24631 4.70372
C: 3.40593 2.08711 0.09762
C: 3.51663 -0.55479 3.45942
S: 0.42103 0.90351 -3.39528
C: 2.31323 -2.94949 -1.86928
C: -1.27557 2.02861 4.83222
H: -5.32167 1.64311 -5.09548
C: -4.44047 3.37731 2.57532
H: -5.86657 -1.30389 -0.70988
C: -5.35367 2.39461 2.22382
P: -3.14847 -0.09679 -0.14618
C: -4.26217 -0.45779 -2.67488
H: -1.02767 2.94411 0.55472
C: 4.21383 -1.68459 5.45542
C: 2.72123 4.40811 -1.27308
H: -1.26207 -0.05369 4.35792
C: -4.02067 -1.59989 0.37702
H: -4.75697 4.22281 3.16642
C: 3.85693 0.13731 -3.77898
C: 1.87483 -1.37759 4.99282
H: -5.57317 -4.93209 1.51312
H: -6.37807 2.46731 2.55292
C: 0.42293 0.95911 3.50872
C: 2.45093 3.17231 -1.83618
H: -2.33777 -2.15859 1.58712
C: -3.32287 -2.43609 1.24822
C: -2.70427 2.19211 1.40842
C: 1.07783 2.18401 3.39282
H: -1.26767 -0.10689 -5.47608
H: -5.66587 0.55721 1.16892
H: 2.96053 -1.58289 -4.71118
C: -5.14287 -3.99109 1.21082
C: 0.01693 -1.39639 2.60992
C: 3.32343 4.48341 -0.02628
C: -3.63287 1.23061 1.01322
C: 3.65933 3.32811 0.65992
H: 1.73003 -2.93039 -2.77908
H: 2.46423 5.30561 -1.81468
H: -4.56127 3.30421 -3.44358
C: 5.82403 1.01191 -4.80338
H: 2.37663 -5.08079 -1.79738
H: 4.35123 -3.05109 1.40942
O: 1.58483 0.14361 1.59582
C: 3.38933 -4.20679 -0.12388
H: 0.84743 -1.52339 5.27742
H: 3.68843 1.19401 0.63062
C: 4.72463 -0.91689 -5.73788
C: -4.47187 2.25081 -3.22928
C: -4.78697 -0.03449 -3.88178
H: 4.92443 1.85141 -3.04138
H: -3.33807 -4.26409 2.34022
C: 2.18083 -0.74769 3.79262
H: 1.07493 4.26071 3.88882
C: 2.66773 -4.16589 -1.30518
H: -1.03687 4.13171 5.16542
H: 6.62373 1.73491 -4.82988
C: -3.88737 -3.62589 1.66662
H: -2.57207 -2.22989 -5.60238
H: -2.40697 -3.84639 -3.70838
H: -5.12787 -0.75899 -4.60318
C: -1.96447 -2.00949 -4.73718
H: 3.78753 -0.01239 2.56452
H: -2.18357 1.95991 5.40922
C: 3.47953 -1.81159 -0.08998
H: 1.98413 3.11131 -2.81318
C: -1.87107 -2.91249 -3.68398
C: 2.79603 2.01981 -1.14268
C: -1.24657 -0.82789 -4.67588
C: 1.06433 -0.26129 2.87992
C: 2.88593 -1.84889 5.81052
C: 3.79003 -3.03149 0.48822
H: 4.99933 -2.06349 6.09022
N: -1.30877 2.08031 1.01902
C: -3.11797 3.26901 2.18152
C: -3.94387 1.83531 -2.01978
C: -3.86947 0.47651 -1.72188
N: -0.39017 -1.44799 -2.52578
H: -6.83597 -3.42859 0.03072
C: 4.87243 1.08041 -3.80038
H: 3.53943 5.44631 0.40642
C: 5.75243 0.01311 -5.76098
H: -3.62047 2.56501 -1.29048
C: -0.75517 0.88921 4.24152
H: 4.12743 3.38361 1.63122
H: 1.99853 2.23981 2.83482
O: -0.44697 -2.06289 3.49952
C: 0.55333 3.32011 3.98292
H: 5.55983 -0.87329 4.00242
C: -4.89777 1.31731 -4.15978
Pb: -0.47037 0.04381 -0.22238
C: -0.47807 -0.59479 -3.54418
C: -5.84887 -3.14899 0.36522
C: 4.52693 -1.02549 4.28052
H: 3.65153 -5.15559 0.31412
H: -4.17847 -1.51299 -2.45998
H: -2.39947 4.02111 2.47512
H: -0.92947 -3.26749 -1.76848
C: -5.29907 -1.95029 -0.05468
H: 6.50543 -0.04519 -6.52948
C: 3.76833 -0.85959 -4.73978
Sb: 2.43543 0.16401 -2.19158

Atom charges from the Löwdin analysis, given in e for atoms 1 to 5: number 1, H, carries 0.0847; number 2, H, carries 0.1166; number 3, O, carries -0.2407; number 4, H, carries 0.1135; number 5, C, carries -0.3100

Record 3
The following is a quantum chemistry calculation of one molecule with the formula C13H14F4N2O at a distorted geometry, from OMol25.

## Properties
* E_LUMO: -0.4 eV
* SMILES string: O=C(N1CCN(c2ccccc2)CC1)C(F)(F)C(F)F
* E_HOMO: -0.3218 Ha
* Kohn-Sham gap: 8.39 eV
* relative energy (zero: lowest compared OMol25 entry of this formula, charge and spin): 10.5541 eV

Atoms and positions in Å:
C: -4.23356 0.96544 -1.05133
H: -1.19373 2.00546 1.45714
C: 3.76994 -0.31134 -0.16218
N: -1.17448 -0.21589 1.10934
F: 3.61350 -1.12774 -1.25780
H: 5.28861 0.47864 0.91968
O: 3.24697 1.78174 0.51111
C: 5.19618 0.13683 -0.03352
C: -2.86519 0.77993 -0.45952
C: -4.88186 -0.12720 -0.94318
H: -0.07922 1.78771 -0.86566
C: -0.32235 1.28315 1.10247
F: 6.00942 -1.03835 -0.10148
H: 0.57708 -1.21180 1.63873
C: -2.32809 -0.12749 0.14769
H: -4.76071 -2.53397 -0.27747
C: 0.45486 1.54644 -0.09010
H: 0.11768 1.12659 2.24707
C: -0.16474 -1.22086 0.79127
H: -5.85898 -0.42729 -1.31306
C: -4.22380 -1.47880 -0.35408
C: 0.87523 -0.82986 -0.47124
C: 2.90083 0.70299 0.05380
H: 0.93563 2.56078 0.37251
H: -4.56123 1.72836 -1.54929
N: 1.61864 0.56756 -0.22695
H: 1.56587 -1.77598 -0.73114
C: -3.08216 -1.32117 0.17169
H: -2.67014 -2.26894 0.85083
H: -0.60132 -1.91358 0.29701
F: 5.53606 0.83605 -1.01575
H: -2.35750 2.00073 -0.33320
F: 3.42121 -1.46467 0.92655
H: 0.23134 -0.89345 -1.35994

Atom charges from the Löwdin analysis, given in e for atoms 1 to 5: number 1, C, carries -0.0661; number 2, H, carries 0.1352; number 3, C, carries -0.2215; number 4, N, carries -0.0388; number 5, F, carries 0.1128

Record 4
The following is a quantum chemistry calculation of one molecule with the formula H2O4S3 at a distorted geometry, from OMol25.

## Properties
* E_LUMO: -0.2 eV
* E_HOMO: -0.3434 Ha
* Kohn-Sham gap: 9.10 eV
* relative energy (zero: lowest compared OMol25 entry of this formula, charge and spin): 0.9044 eV

Atoms and positions in Å:
H: 1.36693 1.35759 0.22452
S: -0.00493 -0.86230 -0.40451
S: 1.78503 -2.02023 -0.78305
O: 0.01238 -0.40690 0.96097
H: -1.81458 -2.20453 0.43058
O: 1.43746 1.26709 -0.69822
S: 2.93337 0.59883 -1.08859
O: 2.68221 -0.81157 -0.17545
O: -1.26252 -1.96199 -0.31717

Atom charges from the Löwdin analysis, given in e for atoms 1 to 5: number 1, H, carries -0.0033; number 2, S, carries 0.6997; number 3, S, carries 0.6498; number 4, O, carries -0.4741; number 5, H, carries 0.0670

Record 5
The following is a quantum chemistry calculation of a 2-piece molecular cluster, C4H5N2O2S2 overall at a distorted geometry, from OMol25.

## Properties
* net charge: -1
* E_LUMO: 3.4 eV
* E_HOMO: -0.1512 Ha
* Kohn-Sham gap: 7.49 eV
* relative energy (zero: lowest compared OMol25 entry of this formula, charge and spin): 0.0000 eV

Atoms and positions in Å:
H: -1.36955 0.38719 2.71185
C: -0.72188 0.16552 1.92079
N: -1.40559 1.72240 0.02763
H: -1.30868 2.58656 0.56695
O: 0.31681 -1.61615 -2.74081
C: 0.25865 -0.18772 -0.07148
O: 0.25294 0.78938 -3.15877
H: 1.00751 -2.04408 0.52583
H: -1.22105 1.98322 -0.99720
H: 0.21319 -1.65205 2.83547
C: 0.08626 -0.96222 2.04400
C: -0.61599 0.68413 0.57943
S: 2.87647 -0.37922 -2.59245
S: 0.89647 -0.34871 -2.47516
N: 0.73444 -1.12827 0.82392

Atom charges from the Löwdin analysis, given in e for atoms 1 to 5: number 1, H, carries 0.0588; number 2, C, carries -0.0837; number 3, N, carries 0.0297; number 4, H, carries 0.0616; number 5, O, carries -0.4704

Record 6
The following is a quantum chemistry calculation of one molecule with the formula C15H25BO2 at a distorted geometry, from OMol25.

## Properties
* E_LUMO: 0.2 eV
* SMILES string: CCCCCCCCCc1ccccc1B(O)O
* E_HOMO: -0.3207 Ha
* Kohn-Sham gap: 8.94 eV
* relative energy (zero: lowest compared OMol25 entry of this formula, charge and spin): 1.2782 eV

Atoms and positions in Å:
H: 0.69366 -0.81415 -0.15418
H: -5.98557 -0.60927 3.77686
C: 1.92609 -2.61510 -1.91519
H: -1.28419 0.58645 -1.13673
H: 0.99659 0.53399 -2.93009
C: -4.86051 -0.71028 3.80664
C: -4.26837 0.68207 3.49862
O: 2.73117 1.04888 -4.01266
H: -0.37611 2.00087 -0.95910
H: -4.63818 -1.01963 4.80410
C: 0.96084 -0.31766 -2.26882
H: 4.97635 -3.93120 -2.62537
H: -2.42741 -0.23652 2.98065
C: 2.90600 -3.55317 -2.11225
C: -0.46353 0.98656 -0.52652
C: -0.65286 1.07154 0.99461
H: 0.99121 -2.85917 -1.39922
H: -2.72894 2.92980 3.11025
H: 0.09497 -0.85610 -2.66447
C: 3.34705 -0.91476 -2.77123
H: 5.09677 1.93465 -3.22975
H: 5.29982 -1.43333 -3.30651
H: -2.71567 1.48338 0.77075
C: -2.77511 0.68629 3.47503
H: -0.55137 0.10039 1.51934
H: -4.70281 1.40094 4.22559
H: -4.63668 -1.37822 2.94055
O: 4.75776 1.16600 -2.68437
H: -1.24028 2.15721 3.30634
H: 0.16443 1.64783 1.49488
H: 3.00377 1.95162 -4.23977
H: -2.42392 0.70751 4.54148
B: 3.61622 0.54279 -3.09993
C: -2.23556 1.94866 2.87555
H: 2.75881 -4.59813 -1.91826
C: 0.75086 0.10516 -0.78657
H: -4.63500 1.01322 2.47853
C: 4.18849 -3.16810 -2.55253
C: -1.91846 1.86294 1.41998
C: 4.40285 -1.85572 -2.91008
C: 2.06639 -1.27534 -2.41116
H: 1.58588 0.70099 -0.48510
H: -1.79545 2.89612 1.08012

Atom charges from the Löwdin analysis, given in e for atoms 1 to 5: number 1, H, carries 0.1215; number 2, H, carries 0.0785; number 3, C, carries -0.0274; number 4, H, carries 0.1142; number 5, H, carries 0.1016